Below is 2 unconnected molecules or ions with the total composition CH4N2O, with properties calculated with wB97M-V/def2-TZVPD.

Calculated values
* frontier orbital gap (spin up / spin down): 10.92 / 9.06 eV
* lowest unoccupied orbital energy (spin up / spin down): 0.33 / -0.23 eV
* relative energy (zero: lowest compared OMol25 entry of this formula, charge and spin): 159.3 kcal/mol
* E_tot: -6123.5986 eV
* strongest force on any atom: 3.4 eV Å⁻¹
* highest occupied orbital energy (spin up / spin down): -10.6 / -9.3 eV

Geometry (Å):
C 0.2896 -0.6265 -0.9715
N -0.7744 -0.6979 -0.1182
N 0.3447 0.8493 1.3440
O -1.0185 -0.0581 -1.2600
H 1.0253 0.1255 -0.8974
H 0.4811 -1.6247 -1.4888
H -0.2830 1.6825 1.2729
H -0.0647 0.3499 2.1191

Charges computed using Mulliken, reported in e: C 0.051; N -0.307; N -0.516; O -0.199; H 0.314; H 0.200; H 0.225; H 0.232



Below is 14 unconnected molecules or ions with the total composition C13H19Cl39NP, with properties calculated with wB97M-V/def2-TZVPD.

Calculated values
* frontier orbital gap: 8.73 eV
* lowest unoccupied orbital energy: 0.15 eV
* E_tot: -512940.1960 eV
* strongest force on any atom: 0.3 eV Å⁻¹
* highest occupied orbital energy: -8.6 eV

Geometry (Å):
N 2.4513 0.8958 0.1895
P 0.7168 0.9231 -0.1701
H 3.0360 1.5239 -0.3459
H 2.8756 -0.0235 0.1922
H 0.8099 0.4247 -1.4838
H 0.7313 2.2898 0.1418
H 0.5079 -0.0715 0.7997
H -0.7429 1.0023 -0.3718
C -2.2182 -1.8694 1.6469
Cl -2.9629 -0.2970 1.3485
Cl -1.2537 -2.3556 0.2501
Cl -1.2512 -1.8319 3.1163
H -3.0062 -2.5992 1.7787
C 2.4376 4.3330 -2.2991
Cl 1.6196 4.8605 -0.8294
Cl 4.1855 4.2455 -2.0407
Cl 1.8269 2.7726 -2.8586
H 2.2584 5.0595 -3.0808
C 1.4042 -4.8944 2.7227
Cl 1.7346 -3.5122 1.6715
Cl 1.5772 -4.4574 4.4185
Cl -0.2000 -5.5371 2.3825
H 2.1331 -5.6617 2.4945
C -0.1399 4.6618 3.4610
Cl 0.5297 5.7247 2.2250
Cl -1.5921 5.3600 4.1840
Cl -0.5152 3.0628 2.8296
H 0.5987 4.5477 4.2440
C 3.3252 -5.2895 -1.8043
Cl 2.0596 -4.0713 -1.9725
Cl 4.9128 -4.5780 -2.0532
Cl 3.2392 -6.0973 -0.2338
H 3.1635 -6.0421 -2.5654
C -3.2359 4.8684 -0.3696
Cl -1.7464 5.6002 -0.9521
Cl -2.9759 3.1956 0.0940
Cl -3.9108 5.8012 0.9745
H -3.9574 4.8856 -1.1772
C -2.4078 2.4167 6.2509
Cl -3.9651 1.6096 6.4239
Cl -2.0332 3.3860 7.6794
Cl -1.1202 1.2600 5.9233
H -2.4693 3.0863 5.4034
C -1.8272 6.8164 -5.1607
Cl -1.8715 8.5229 -5.5884
Cl -0.3531 6.4349 -4.2627
Cl -3.2658 6.3516 -4.2584
H -1.8089 6.2410 -6.0766
C -1.9932 -7.0274 -0.9881
Cl -0.4459 -6.1997 -1.0415
Cl -1.7866 -8.7527 -0.6967
Cl -3.0583 -6.3066 0.2274
H -2.4685 -6.9092 -1.9540
C -0.8024 -7.3300 -5.3765
Cl 0.5072 -8.5064 -5.4318
Cl -2.2551 -8.0398 -4.6595
Cl -0.3187 -5.8868 -4.4970
H -1.0430 -7.0464 -6.3924
C -6.2628 1.7343 -1.9135
Cl -6.8788 3.1942 -1.1289
Cl -5.3886 2.1524 -3.3911
Cl -5.2414 0.8218 -0.8170
H -7.1104 1.1222 -2.1909
C 2.8484 -0.9034 4.0711
Cl 1.6406 0.2634 3.5634
Cl 4.4771 -0.2822 3.7879
Cl 2.6300 -1.3614 5.7615
H 2.7251 -1.7985 3.4746
C 6.5072 0.8527 -0.7213
Cl 5.7205 0.1692 0.6951
Cl 7.5471 2.2070 -0.2806
Cl 7.4103 -0.3752 -1.6113
H 5.7366 1.2335 -1.3801

Charges computed using Mulliken, reported in e: N -0.297; P 0.736; H 0.093; H 0.128; H -0.041; H -0.118; H -0.226; H -0.168; C -0.372; Cl -0.009; Cl -0.064; Cl -0.023; H 0.461; C -0.129; Cl 0.011; Cl -0.108; Cl -0.106; H 0.292; C -0.154; Cl 0.063; Cl -0.100; Cl -0.067; H 0.293; C -0.139; Cl -0.124; Cl -0.134; Cl 0.067; H 0.391; C -0.020; Cl -0.121; Cl -0.109; Cl -0.113; H 0.308; C -0.105; Cl -0.024; Cl 0.043; Cl -0.130; H 0.222; C 0.431; Cl -0.137; Cl -0.135; Cl -0.071; H -0.125; C -0.004; Cl -0.125; Cl -0.073; Cl -0.095; H 0.288; C 0.068; Cl 0.056; Cl -0.131; Cl -0.119; H 0.149; C -0.001; Cl -0.125; Cl -0.122; Cl -0.064; H 0.332; C -0.110; Cl -0.119; Cl -0.118; Cl -0.030; H 0.359; C 0.639; Cl 0.017; Cl -0.135; Cl -0.147; H -0.452; C 0.167; Cl -0.020; Cl -0.140; Cl -0.131; H 0.117



Below is a molecular structure, C17H17AuN6S3, with properties calculated with wB97M-V/def2-TZVPD.

Calculated values
* frontier orbital gap: 7.01 eV
* lowest unoccupied orbital energy: -7.35 eV
* relative energy (zero: lowest compared OMol25 entry of this formula, charge and spin): 0.0 kcal/mol
* E_tot: -63029.0603 eV
* net charge: +2
* strongest force on any atom: 0.4 eV Å⁻¹
* highest occupied orbital energy: -14.4 eV

Geometry (Å):
Au 0.0369 -1.1389 0.7566
C 2.1524 0.1973 5.3094
S 0.5060 -0.5353 5.3698
C 0.1516 -0.8795 3.7242
S 1.3295 -0.4113 2.4799
N -1.0245 -1.3962 3.4997
N -1.2877 -1.6098 2.1864
C -2.3606 -2.1968 1.7944
C -2.5365 -2.3923 0.3533
C -3.6632 -2.9716 -0.1928
C -3.7468 -3.0960 -1.5771
C -2.7089 -2.6353 -2.3638
C -1.5994 -2.0676 -1.7513
N -1.5163 -1.9556 -0.4329
H 2.4230 0.3238 6.3564
H 2.1417 1.1718 4.8275
H 2.8695 -0.4757 4.8454
H -3.0857 -2.5312 2.5278
H -4.4607 -3.3164 0.4508
H -4.6186 -3.5492 -2.0288
H -2.7418 -2.7154 -3.4404
H -0.7524 -1.7072 -2.3192
C 3.3706 -0.8456 -3.3063
N 2.5604 0.2900 -2.8668
C 2.4582 1.4912 -3.5355
C 1.6339 2.2739 -2.8198
N 1.2345 1.5485 -1.7012
C 1.8087 0.3248 -1.7551
S 1.8322 -1.0738 -0.7293
C 0.4069 2.1372 -0.6864
C 0.5643 3.4847 -0.4014
C -0.3137 4.0531 0.5057
C -1.2875 3.2585 1.0918
C -1.3217 1.9170 0.7633
N -0.4888 1.3540 -0.1186
H 3.9207 -0.5394 -4.1906
H 2.7278 -1.6901 -3.5465
H 4.0733 -1.1246 -2.5242
H 2.9750 1.6719 -4.4610
H 1.2634 3.2630 -3.0137
H 1.3510 4.0692 -0.8554
H -0.2314 5.1022 0.7540
H -1.9966 3.6653 1.7978
H -2.0485 1.2575 1.2238

Charges computed using Mulliken, reported in e: Au 0.796; C -0.932; S 0.109; C 0.635; S -0.361; N -1.278; N 0.749; C -0.133; C 0.749; C -0.857; C -0.213; C -0.863; C 0.232; N -0.334; H 0.350; H 0.356; H 0.362; H 0.484; H 0.431; H 0.461; H 0.416; H 0.343; C -0.860; N 0.177; C -0.521; C -0.470; N 0.265; C 0.187; S -0.352; C 0.486; C -0.672; C -0.563; C -0.826; C -0.129; N -0.106; H 0.303; H 0.344; H 0.391; H 0.460; H 0.545; H 0.519; H 0.456; H 0.421; H 0.443